1.
This record from OMol25 describes a molecular structure, C29H45AlBrClIO23S in a non-equilibrium geometry. The level of theory is the ωB97M-V functional and the def2-TZVPD basis.

Computed properties:
- Frontier orbital gap: 7.06 eV
- Total charge: -1

Each line ends with the Mulliken charge.
Geometry (Å):
C (6.319806, -1.435990, 2.557586)  -1.007
C (5.959311, -2.879817, 2.034275)  -0.572
C (5.886461, -2.865444, 0.470503)  -0.013
Cl (6.692564, -4.396662, -0.143688)  -0.245
C (4.448948, -2.620924, -0.114034)  1.328
C (3.561140, -3.927367, -0.234492)  -1.366
O (3.785673, -4.796425, 0.906277)  -0.262
C (2.882540, -5.895766, 0.711625)  -0.826
O (3.770273, -1.945584, 0.944917)  -0.454
Al (3.009770, -0.368763, 0.338710)  0.344
C (1.037360, -0.843524, 0.148748)  -0.311
C (0.055117, 0.342150, -0.246672)  -0.173
C (0.741112, 1.698860, -0.613605)  -1.090
I (1.645133, 1.691148, -2.613270)  -0.069
O (4.134989, -0.403956, -1.132954)  -0.416
C (4.421833, -1.716324, -1.458421)  0.480
Br (2.814211, -2.194936, -2.614329)  -0.162
C (5.602850, -2.000601, -2.467845)  -0.688
S (7.053243, -0.886958, -2.355666)  0.977
O (7.776094, -1.038876, -3.669591)  -0.698
O (6.725970, 0.543103, -2.160757)  -0.544
H (6.422978, -1.380746, 3.660296)  0.376
H (7.293575, -1.164514, 2.070559)  0.265
H (5.581876, -0.700868, 2.152471)  0.100
H (5.079542, -3.327730, 2.532505)  0.276
H (6.839558, -3.520765, 2.303416)  0.447
H (6.539481, -2.017900, 0.134999)  -0.224
H (2.476322, -3.667083, -0.198928)  0.555
H (3.850754, -4.441953, -1.183049)  0.413
H (3.380463, -6.868337, 0.933695)  0.261
H (1.944296, -5.763448, 1.311001)  0.251
H (2.540926, -5.967377, -0.354227)  0.330
H (3.082867, 0.885159, 1.334374)  -0.672
H (0.839084, -1.701889, -0.541904)  0.329
H (0.707011, -1.206088, 1.163413)  0.257
H (-0.700272, 0.531123, 0.559526)  0.223
H (-0.529311, 0.000662, -1.129426)  0.028
H (1.440984, 2.072792, 0.163490)  0.211
H (-0.079877, 2.462193, -0.669780)  0.490
H (5.178161, -1.928836, -3.493310)  0.449
H (5.938629, -3.060052, -2.332440)  0.273
H (7.944721, -1.385911, -1.405104)  0.162
C (-4.034796, 2.384847, -2.172583)  -0.369
C (-3.373297, 1.082514, -2.525198)  -0.290
O (-2.847553, 0.647164, -1.274017)  -0.250
C (-3.576460, 1.239231, -0.299475)  0.675
O (-3.504601, 0.962295, 0.855836)  -0.562
O (-4.401795, 2.190196, -0.808186)  -0.332
H (-4.911531, 2.590267, -2.785447)  0.312
H (-3.349612, 3.233874, -2.236635)  0.266
H (-4.084101, 0.335707, -2.889136)  0.243
H (-2.577612, 1.201098, -3.259736)  0.314
C (0.461397, 6.479649, 0.735061)  -0.200
C (1.924553, 6.211538, 0.520392)  -0.356
O (2.193432, 5.170824, 1.455578)  -0.317
C (1.021422, 4.537756, 1.710635)  0.617
O (0.926673, 3.520395, 2.321506)  -0.504
O (-0.030185, 5.215895, 1.178548)  -0.260
H (-0.043630, 6.795860, -0.176993)  0.323
H (0.281758, 7.221543, 1.516373)  0.109
H (2.140876, 5.846535, -0.487120)  0.276
H (2.544692, 7.084213, 0.720952)  0.334
C (-5.848035, -0.600271, 3.778729)  -0.352
C (-6.160767, -0.786789, 2.322144)  -0.121
O (-7.396619, -1.505735, 2.355045)  -0.267
C (-7.987438, -1.240715, 3.547519)  0.602
O (-9.103796, -1.549042, 3.825048)  -0.527
O (-7.145827, -0.580167, 4.377816)  -0.336
H (-5.312574, 0.326465, 3.976085)  0.292
H (-5.279088, -1.434554, 4.196221)  0.255
H (-6.315393, 0.161511, 1.802424)  0.179
H (-5.393820, -1.355005, 1.799168)  0.291
C (3.972068, -3.286121, -7.837505)  -0.308
C (4.141509, -4.395162, -6.836219)  -0.310
O (3.271868, -4.001343, -5.780023)  -0.285
C (2.329716, -3.180368, -6.310989)  0.612
O (1.362757, -2.808675, -5.734069)  -0.497
O (2.641552, -2.839333, -7.589950)  -0.338
H (4.081468, -3.628504, -8.865973)  0.285
H (4.661884, -2.456218, -7.664018)  0.266
H (3.812146, -5.363465, -7.223552)  0.249
H (5.167168, -4.486472, -6.480836)  0.300
C (-9.633090, -2.428103, -0.216014)  -0.147
C (-10.640845, -1.843535, 0.732124)  -0.115
O (-11.486806, -1.086451, -0.134586)  -0.341
C (-11.377710, -1.619684, -1.377035)  0.608
O (-12.074545, -1.330049, -2.295945)  -0.527
O (-10.370114, -2.527554, -1.435093)  -0.353
H (-9.274704, -3.405419, 0.102873)  0.298
H (-8.774896, -1.770093, -0.373545)  0.211
H (-11.240134, -2.609050, 1.231099)  0.216
H (-10.184113, -1.206085, 1.486176)  0.122
C (-0.748752, 6.648920, 6.172095)  -0.374
C (-0.119671, 6.008968, 4.966582)  -0.315
O (-0.070245, 7.086361, 4.030215)  -0.177
C (-0.082375, 8.242749, 4.739559)  0.556
O (0.115441, 9.317668, 4.272033)  -0.529
O (-0.348254, 8.013128, 6.049939)  -0.342
H (-0.392012, 6.221346, 7.107867)  0.303
H (-1.840549, 6.598830, 6.152009)  0.258
H (0.897667, 5.659707, 5.158475)  0.273
H (-0.708871, 5.181133, 4.574858)  0.322

Atoms 1-2, force components in eV/Å:
C -0.13 -0.24 -1.19
C 1.07 0.25 0.43

---

2.
This record from OMol25 describes a single C2N4O2 molecule in a non-equilibrium geometry. The level of theory is the ωB97M-V functional and the def2-TZVPD basis.

Computed properties:
- ΔE to the lowest compared entry with this formula, charge and spin: 85.7 kJ/mol
- Frontier orbital gap: 8.59 eV
- Total charge: 0

Each line ends with the Mulliken charge.
Geometry (Å):
C (-0.238909, 0.523286, -0.242478)  0.107
C (0.493683, -0.761576, 0.247522)  0.980
N (1.444783, 1.653693, 0.498191)  -0.323
N (0.359625, 1.558663, 0.064552)  0.369
N (-1.507321, 0.320684, -0.622384)  0.102
N (-1.926703, -0.831975, -0.713048)  -0.136
O (-0.194141, -1.822995, -0.142082)  -0.527
O (1.568983, -0.639781, 0.909727)  -0.572

Atoms 1-2, force components in eV/Å:
C -2.37 -5.48 -0.40
C 0.01 -2.28 -0.06

---

3.
This record from OMol25 describes a molecular structure, C4H9N2O2 in a non-equilibrium geometry. The level of theory is the ωB97M-V functional and the def2-TZVPD basis.

Computed properties:
- ΔE to the lowest compared entry with this formula, charge and spin: 550.1 kJ/mol
- Frontier orbital gap: 5.14 eV
- Total charge: -1

Each line ends with the Mulliken charge.
Geometry (Å):
N (-0.053729, -1.634067, -2.220986)  -0.816
C (0.070600, -1.798425, -0.824975)  -0.458
C (0.835980, -0.549379, -0.173329)  -0.858
N (0.216132, 0.683275, -0.591237)  -0.341
C (0.072083, 1.798067, 0.368698)  -0.517
C (-0.821862, 1.480312, 1.570284)  0.700
O (-0.236603, 0.614248, 2.398638)  -0.429
O (-1.857764, 2.105655, 1.730539)  -0.591
H (-0.075458, -2.521025, -2.706178)  0.027
H (0.630211, -2.647583, -0.402376)  0.307
H (-0.823630, 0.148423, 1.549096)  0.207
H (-0.870894, -1.737269, -0.180600)  0.106
H (1.866185, -0.497856, -0.603433)  0.389
H (0.953702, -0.668663, 0.913001)  0.411
H (-0.521743, 0.518723, -1.279886)  0.286
H (1.112961, 2.079921, 0.569795)  0.277
H (-0.496171, 2.625642, -0.117051)  0.298

Atoms 1-2, force components in eV/Å:
N -0.06 0.35 0.43
C 0.84 1.68 0.83

---

4.
This record from OMol25 describes 4 unconnected molecules or ions with the total composition C3H13NO3 in a non-equilibrium geometry. The level of theory is the ωB97M-V functional and the def2-TZVPD basis.

Computed properties:
- ΔE to the lowest compared entry with this formula, charge and spin: 79.6 kJ/mol
- Structure (SMILES): C=C(C)N.O.O.O
- Frontier orbital gap: 8.34 eV
- Total charge: 0

Each line ends with the Mulliken charge.
Geometry (Å):
C (1.207481, 1.232536, -0.715828)  -1.006
C (-0.085236, 1.518498, -0.506176)  0.881
C (-0.583059, 2.928715, -0.733804)  -1.176
N (-1.048971, 0.577076, -0.237975)  -0.495
H (1.596089, 0.227004, -0.703690)  0.125
H (1.791914, 2.038860, -1.124189)  0.285
H (-1.480005, 3.015508, -0.107446)  0.331
H (-0.900670, 3.146067, -1.749381)  0.245
H (0.152927, 3.635725, -0.379381)  0.335
H (-1.880620, 0.918331, 0.210904)  0.246
H (-0.790303, -0.283702, 0.212666)  0.257
O (1.350730, -2.154044, 1.310590)  -0.618
H (1.676834, -1.808694, 0.476455)  0.298
H (0.776696, -2.878230, 1.040865)  0.324
O (-1.898793, -0.768642, 2.172715)  -0.628
H (-2.452722, -0.535476, 2.927603)  0.299
H (-1.089011, -1.060042, 2.615905)  0.310
O (1.097540, -3.417466, -1.237634)  -0.655
H (1.995905, -3.233622, -1.498825)  0.316
H (0.563265, -3.098404, -1.973381)  0.327

Atoms 1-2, force components in eV/Å:
C -0.46 0.30 -0.24
C 0.70 -0.07 -0.86